Record 1
{
  "formula": "C5H10O2",
  "method": "ωB97M-V/def2-TZVPD",
  "relative_energy_kj_mol": 119.9,
  "lumo_energy_ev": 1.102,
  "energy_ev": -9441.8006,
  "gap_ha": 0.398,
  "total_charge": 0,
  "smiles": "C[C@@H]1OC[C@H](C)O1",
  "homo_ev": -9.717,
  "elements": ["C", "C", "O", "C", "C", "C", "O", "H", "H", "H", "H", "H", "H", "H", "H", "H", "H"],
  "coordinates": [[-2.334, 0.471, -0.288], [-1.251, -0.569, -0.105], [-0.800, -0.627, 1.241], [0.538, -0.171, 1.269], [1.034, -0.456, -0.145], [2.135, 0.455, -0.645], [-0.143, -0.226, -0.906], [-1.942, 1.450, 0.004], [-2.647, 0.510, -1.335], [-3.200, 0.229, 0.335], [-1.613, -1.576, -0.367], [0.589, 0.908, 1.487], [1.079, -0.718, 2.047], [1.335, -1.513, -0.230], [2.372, 0.231, -1.689], [3.044, 0.326, -0.049], [1.813, 1.500, -0.581]],
  "forces_ev_per_angstrom": [[0.0, 0.0, 0.0], [-0.3, 0.0, -0.1], [0.0, 0.0, 0.0], [0.3, 0.1, 0.0], [0.2, 0.0, 0.1], [0.0, 0.0, 0.0], [0.0, 0.0, 0.0], [-0.1, -0.1, 0.0], [0.1, 0.0, 0.1], [0.1, 0.0, -0.1], [0.1, 0.1, 0.0], [0.0, -0.1, -0.1], [-0.1, 0.1, -0.1], [-0.1, 0.1, 0.0], [0.0, 0.0, 0.1], [-0.1, 0.0, -0.1], [0.0, -0.1, 0.0]]
}

Record 2
{
  "formula": "C5H10O2",
  "method": "ωB97M-V/def2-TZVPD",
  "relative_energy_kj_mol": 273.1,
  "lumo_energy_ev": 0.993,
  "energy_ev": -9440.2123,
  "gap_ha": 0.361,
  "total_charge": 0,
  "smiles": "C=COC.C=CO",
  "homo_ev": -8.826,
  "elements": ["C", "C", "O", "C", "H", "H", "H", "H", "H", "H", "C", "C", "O", "H", "H", "H", "H"],
  "coordinates": [[0.725, -1.428, 1.619], [0.898, -1.469, 0.302], [1.275, -0.456, -0.523], [1.639, 0.764, 0.111], [0.400, -2.327, 2.130], [0.867, -0.533, 2.216], [0.731, -2.372, -0.279], [2.477, 0.596, 0.798], [0.790, 1.190, 0.659], [1.939, 1.444, -0.687], [-2.088, 0.295, 0.011], [-1.754, 1.105, -0.994], [-0.841, 0.871, -1.967], [-1.657, -0.697, 0.137], [-2.834, 0.616, 0.727], [-2.214, 2.081, -1.127], [-0.303, 0.103, -1.712]],
  "forces_ev_per_angstrom": [[0.1, 0.0, 0.0], [0.0, -0.2, 0.1], [-0.1, -0.1, 0.1], [0.1, 0.2, 0.1], [0.1, 0.1, -0.1], [0.0, -0.1, -0.1], [0.0, 0.1, 0.1], [-0.1, 0.0, -0.1], [0.1, -0.1, -0.1], [0.0, -0.1, 0.1], [0.0, 0.1, -0.2], [-0.2, 0.0, 0.2], [0.1, -0.1, 0.1], [0.0, 0.3, 0.0], [0.1, 0.0, -0.1], [0.0, -0.1, 0.0], [0.0, 0.1, -0.1]]
}

Record 3
{
  "formula": "C5H10O2",
  "method": "ωB97M-V/def2-TZVPD",
  "relative_energy_kj_mol": 214.5,
  "lumo_energy_ev": 0.991,
  "energy_ev": -9440.8199,
  "gap_ha": 0.388,
  "total_charge": 0,
  "smiles": "C[C@H]1OCCC1=O.[H][H]",
  "homo_ev": -9.578,
  "elements": ["C", "C", "O", "C", "C", "C", "O", "H", "H", "H", "H", "H", "H", "H", "H", "H", "H"],
  "coordinates": [[-1.684, 0.175, 1.412], [-0.354, 0.413, 0.727], [0.666, -0.419, 1.247], [1.527, -0.816, 0.182], [0.628, -0.963, -1.046], [-0.494, 0.013, -0.741], [-1.387, 0.364, -1.473], [-1.629, 0.350, 2.489], [-2.005, -0.857, 1.234], [-2.419, 0.847, 0.958], [-0.057, 1.474, 0.802], [2.010, -1.748, 0.490], [2.312, -0.061, 0.006], [1.105, -0.745, -2.006], [0.176, -1.960, -1.097], [1.116, 1.965, -1.393], [0.490, 1.969, -1.790]],
  "forces_ev_per_angstrom": [[-0.1, 0.0, 0.1], [-0.2, 0.1, -0.1], [0.0, -0.1, 0.0], [0.2, -0.1, -0.2], [0.0, 0.0, 0.0], [-0.3, 0.0, -0.2], [0.4, -0.2, 0.3], [0.0, 0.0, -0.1], [0.0, 0.1, 0.1], [0.0, -0.1, 0.2], [-0.1, -0.2, -0.1], [-0.1, 0.2, -0.1], [-0.2, -0.1, 0.1], [-0.1, 0.0, 0.2], [0.1, 0.1, 0.0], [0.1, 0.1, -0.1], [0.1, 0.1, -0.1]]
}

Record 4
{
  "formula": "C5H10O2",
  "method": "ωB97M-V/def2-TZVPD",
  "relative_energy_kj_mol": 781.8,
  "lumo_energy_ev": 0.887,
  "energy_ev": -9434.9407,
  "gap_ha": 0.282,
  "total_charge": 0,
  "homo_ev": -6.785,
  "elements": ["C", "O", "C", "C", "C", "C", "O", "H", "H", "H", "H", "H", "H", "H", "H", "H", "H"],
  "coordinates": [[2.400, 0.403, -0.012], [1.087, 0.336, -0.532], [0.316, -0.621, 0.114], [-0.331, -0.299, 1.449], [-1.129, -0.303, 0.190], [-1.822, 0.740, -0.458], [-1.692, 0.928, -1.812], [2.925, -0.555, -0.130], [2.390, 0.670, 1.054], [2.929, 1.175, -0.573], [0.610, -1.654, -0.061], [-0.469, -1.116, 2.147], [-0.154, 0.687, 1.870], [-1.661, -1.876, 0.235], [-2.170, -0.731, -0.196], [-2.638, 1.274, 0.015], [-0.742, 0.925, -2.004]],
  "forces_ev_per_angstrom": [[0.3, 0.0, 0.1], [-0.1, 0.0, 0.0], [0.0, -0.2, 0.0], [0.0, 0.0, 0.2], [0.1, 0.3, 0.0], [-0.1, 0.1, 0.2], [0.3, 0.0, 0.0], [-0.1, 0.1, 0.0], [0.0, 0.0, -0.2], [-0.1, -0.1, 0.1], [-0.1, 0.2, 0.0], [0.0, 0.1, -0.1], [0.0, -0.1, -0.1], [-0.1, 0.1, -0.1], [-0.1, -0.4, 0.1], [0.1, -0.1, -0.1], [-0.1, 0.0, 0.0]]
}

Record 5
{
  "formula": "C5H10O2",
  "method": "ωB97M-V/def2-TZVPD",
  "relative_energy_kj_mol": 380.4,
  "lumo_energy_ev": 0.805,
  "energy_ev": -9439.1001,
  "gap_ha": 0.389,
  "total_charge": 0,
  "smiles": "C=CC(O)O.C=C",
  "homo_ev": -9.783,
  "elements": ["C", "C", "C", "O", "O", "H", "H", "H", "H", "H", "H", "C", "C", "H", "H", "H", "H"],
  "coordinates": [[0.203, -0.535, -2.905], [-0.004, -1.055, -1.708], [-1.044, -0.574, -0.722], [-0.410, -0.460, 0.516], [-1.694, 0.610, -1.115], [-0.459, 0.215, -3.314], [1.022, -0.867, -3.525], [0.673, -1.790, -1.290], [-1.854, -1.320, -0.670], [-0.758, 0.066, 1.430], [-1.026, 1.301, -1.212], [1.322, 0.730, 1.906], [0.310, 0.683, 2.807], [1.504, 1.609, 1.305], [1.956, -0.118, 1.708], [0.317, -0.100, 3.553], [-0.058, 1.605, 3.236]],
  "forces_ev_per_angstrom": [[-0.2, -0.1, 0.0], [0.4, 0.5, 0.6], [-1.2, -0.1, 0.2], [0.0, 1.0, 2.3], [0.1, 0.0, 0.0], [0.0, 0.1, 0.0], [0.0, -0.1, -0.1], [0.0, -0.2, -0.1], [0.0, 0.2, 0.0], [0.5, -1.8, -3.8], [0.0, -0.1, 0.0], [-1.1, 0.0, 0.8], [2.4, 0.8, 1.2], [0.0, 0.1, 0.0], [-0.1, -0.2, -0.1], [-0.3, -0.6, -0.3], [-0.6, 0.2, -0.6]]
}

Record 6
{
  "formula": "C5H10O2",
  "method": "ωB97M-V/def2-TZVPD",
  "relative_energy_kj_mol": 202.5,
  "lumo_energy_ev": 0.976,
  "energy_ev": -9440.9447,
  "gap_ha": 0.395,
  "total_charge": 0,
  "smiles": "C[C@@H](O)[C@H]1CCO1",
  "homo_ev": -9.760,
  "elements": ["C", "C", "O", "C", "C", "C", "O", "H", "H", "H", "H", "H", "H", "H", "H", "H", "H"],
  "coordinates": [[-2.037, -0.535, 0.514], [-1.115, 0.146, -0.497], [-1.078, 1.550, -0.292], [0.281, -0.480, -0.436], [1.528, 0.380, -0.719], [1.974, -0.078, 0.675], [0.700, -0.685, 0.930], [-3.039, -0.099, 0.462], [-2.111, -1.615, 0.336], [-1.641, -0.391, 1.523], [-1.515, 0.014, -1.510], [-0.511, 1.707, 0.473], [0.276, -1.431, -0.990], [2.157, 0.073, -1.556], [1.316, 1.450, -0.795], [2.203, 0.695, 1.418], [2.784, -0.818, 0.673]],
  "forces_ev_per_angstrom": [[0.0, 0.0, 0.0], [0.0, -0.2, -0.1], [0.1, 0.0, 0.2], [-0.2, 0.0, -0.2], [0.0, 0.1, -0.1], [0.4, 0.1, 0.1], [0.0, -0.1, 0.2], [0.1, 0.0, 0.0], [0.0, 0.2, 0.0], [-0.1, 0.0, -0.1], [0.1, 0.0, 0.1], [-0.2, 0.1, 0.0], [0.0, 0.1, 0.1], [-0.1, 0.0, 0.1], [0.0, -0.2, 0.0], [0.0, -0.1, -0.2], [-0.1, 0.1, 0.0]]
}

Record 7
{
  "formula": "C5H10O2",
  "method": "ωB97M-V/def2-TZVPD",
  "relative_energy_kj_mol": 322.2,
  "lumo_energy_ev": [0.875, -2.124],
  "s_squared": 2.01,
  "energy_ev": -9433.2041,
  "gap_ha": [0.229, 0.279],
  "total_charge": 0,
  "spin_multiplicity": 3,
  "homo_ev": [-5.364, -9.704],
  "elements": ["C", "C", "C", "C", "C", "O", "O", "H", "H", "H", "H", "H", "H", "H", "H", "H", "H"],
  "coordinates": [[-1.461, 1.364, 0.993], [-0.442, 1.079, 0.194], [0.453, -0.483, -1.600], [-0.537, -1.414, 0.702], [0.195, -0.255, -0.088], [2.192, 0.645, -0.177], [1.409, -0.310, 0.542], [-1.872, 2.308, 0.870], [-1.831, 0.669, 1.757], [-0.160, 1.930, -0.464], [0.593, -1.495, -1.815], [-0.381, -0.016, -2.223], [1.477, 0.046, -1.859], [-0.085, -2.296, 0.458], [-1.591, -1.484, 0.399], [-0.642, -1.397, 1.757], [2.683, 1.110, 0.556]],
  "forces_ev_per_angstrom": [[-6.7, -0.1, 6.2], [7.5, -1.2, -6.7], [0.3, 2.8, -0.5], [-1.9, 2.1, -1.8], [-2.9, -0.4, 0.1], [2.1, 1.2, 1.6], [2.5, 0.3, 1.0], [-1.4, 1.3, 0.1], [0.2, 0.7, -0.1], [0.4, -0.9, 0.5], [-0.1, -1.7, -0.4], [1.1, -0.8, 0.7], [-2.5, -1.0, 0.2], [1.3, -2.4, -0.7], [0.2, 0.1, -0.4], [0.7, 0.8, 1.1], [-0.8, -0.7, -0.9]]
}

Record 8
{
  "formula": "C5H10O2S",
  "method": "ωB97M-V/def2-TZVPD",
  "relative_energy_kj_mol": 388.4,
  "lumo_energy_ev": -2.944,
  "energy_ev": -20273.6667,
  "gap_ha": 0.177,
  "total_charge": 0,
  "homo_ev": -7.747,
  "elements": ["O", "C", "O", "C", "C", "C", "S", "C", "H", "H", "H", "H", "H", "H", "H", "H", "H", "H"],
  "coordinates": [[2.129, -0.530, -1.694], [2.782, -0.373, -0.518], [3.920, -0.741, -0.376], [1.971, 0.289, 0.501], [0.649, 0.671, 0.299], [0.021, 1.295, 1.531], [-2.259, 0.033, -0.148], [-3.442, -1.147, -0.800], [2.778, -0.977, -2.261], [2.424, 0.296, 1.485], [-1.009, 1.500, 1.310], [0.005, -0.265, -0.055], [0.517, 1.267, -0.619], [0.074, 0.626, 2.389], [0.513, 2.221, 1.820], [-3.950, -1.673, -0.008], [-4.165, -0.610, -1.418], [-2.958, -1.882, -1.440]],
  "forces_ev_per_angstrom": [[0.2, -0.1, 0.1], [-0.1, 0.3, -0.6], [0.3, -0.1, 0.3], [0.1, -1.0, -0.1], [0.5, 1.4, 0.6], [-0.1, 0.0, 0.0], [0.8, 0.0, 0.0], [0.3, -0.2, -0.3], [-0.2, 0.0, -0.1], [0.0, 0.0, 0.1], [-0.4, 0.2, 0.3], [-1.1, -0.1, -0.1], [-0.2, -0.4, 0.0], [-0.1, -0.1, -0.1], [0.1, 0.1, -0.2], [-0.2, -0.1, 0.2], [0.0, 0.0, 0.0], [0.1, 0.0, -0.1]]
}

Record 9
{
  "formula": "C5H10O3",
  "method": "ωB97M-V/def2-TZVPD",
  "relative_energy_kj_mol": 235.6,
  "lumo_energy_ev": 0.825,
  "energy_ev": -11487.7451,
  "gap_ha": 0.359,
  "total_charge": 0,
  "smiles": "CO[C@H]1[C@H](O)[C@@]1(C)O",
  "homo_ev": -8.931,
  "elements": ["C", "O", "C", "C", "O", "C", "C", "O", "H", "H", "H", "H", "H", "H", "H", "H", "H", "H"],
  "coordinates": [[-0.994, -0.956, 2.128], [-1.076, 0.253, 1.392], [-0.738, 0.103, 0.047], [-0.330, 1.348, -0.701], [-0.758, 1.605, -1.996], [0.714, 0.302, -0.353], [1.343, -0.551, -1.426], [1.619, 0.610, 0.663], [-1.331, -0.720, 3.138], [-1.646, -1.713, 1.699], [0.029, -1.344, 2.165], [-1.317, -0.654, -0.483], [-0.314, 2.267, -0.133], [-0.823, 0.776, -2.485], [1.694, -1.479, -0.995], [2.183, -0.023, -1.860], [0.630, -0.772, -2.215], [1.115, 0.947, 1.415]],
  "forces_ev_per_angstrom": [[0.1, 0.1, 0.2], [0.1, 0.3, -0.1], [0.0, 0.1, 0.0], [0.2, -0.6, 0.3], [-0.2, -0.1, -0.5], [-0.3, 0.2, -0.3], [-0.3, 0.5, 0.4], [0.1, 0.0, 0.2], [0.0, -0.1, -0.1], [-0.1, -0.2, -0.1], [0.0, 0.0, -0.1], [0.0, 0.0, -0.1], [0.1, 0.0, 0.2], [0.0, 0.2, 0.1], [0.1, -0.3, 0.1], [0.2, 0.1, -0.1], [-0.1, -0.1, -0.1], [0.0, -0.1, 0.0]]
}

Record 10
{
  "formula": "C5H10O3",
  "method": "ωB97M-V/def2-TZVPD",
  "relative_energy_kj_mol": 166.3,
  "lumo_energy_ev": [-5.496, -10.031],
  "s_squared": 0.76,
  "energy_ev": -11478.4335,
  "gap_ha": [0.297, 0.131],
  "total_charge": 1,
  "spin_multiplicity": 2,
  "homo_ev": [-13.588, -13.588],
  "elements": ["O", "C", "C", "C", "C", "C", "O", "H", "H", "H", "H", "H", "H", "H", "H", "H", "H", "O"],
  "coordinates": [[-2.288, -1.780, 1.237], [-2.262, -0.628, 1.455], [-0.899, 0.124, 1.396], [-0.975, 1.275, 0.393], [0.337, 1.445, -0.391], [1.559, 1.482, 0.512], [2.651, 1.643, 0.070], [-3.148, -0.005, 1.709], [-0.772, 0.519, 2.410], [-0.126, -0.612, 1.157], [-1.740, 1.056, -0.350], [-1.408, 2.158, 0.858], [0.404, 0.640, -1.121], [0.322, 2.423, -0.868], [1.441, 1.396, 1.619], [1.541, -3.482, -3.398], [3.082, -3.562, -3.342], [2.280, -4.093, -3.346]],
  "forces_ev_per_angstrom": [[-0.3, -0.6, -0.1], [0.1, 0.7, 0.3], [0.7, 0.6, 0.0], [-0.7, -0.5, -0.2], [-0.5, 0.3, 0.9], [0.3, 0.0, -0.1], [0.1, 0.0, -0.1], [0.0, -0.2, 0.0], [-0.1, -0.3, 0.1], [-0.2, 0.1, 0.1], [0.0, -0.2, -0.4], [0.5, 0.3, 0.3], [0.4, 0.2, -0.1], [-0.1, -0.1, -0.5], [-0.3, -0.1, 0.0], [0.1, 0.1, -0.1], [-0.1, 0.0, -0.1], [0.0, -0.1, 0.1]]
}